[1]
Computed, not measured: a molecular structure, C36H49N5O2P2STa, with wB97M-V/def2-TZVPD.

Total charge   +3
F_max   0.67 eV Å⁻¹
E_HOMO   -15.357 eV

XYZ file:
```
96
Properties=species:S:1:pos:R:3:forces:R:3:mulliken_charge:R:1
Ta 0.201117 -0.408457 -0.009804 -0.62 -0.06 0.01 0.9816
S -0.148733 -2.375288 -2.032567 0.17 0.55 -0.35 1.6770
P -1.011703 1.734805 -0.801163 -0.04 0.02 -0.02 1.1368
P 2.474040 -0.325907 1.129543 0.21 0.03 0.09 -0.0185
O 0.548375 -3.568907 -1.686519 0.04 0.04 0.21 -0.6247
O 0.670279 -1.064014 -2.017610 0.18 -0.37 0.26 -0.6748
N -2.925037 -3.125917 -7.073644 0.00 0.00 0.04 -0.4081
N -0.198054 -2.273714 1.224080 -0.06 -0.18 0.01 0.1136
N -1.823157 -3.830449 0.475624 0.01 -0.04 0.03 -0.6009
N -1.088279 -1.876092 -0.751577 -0.46 -0.36 -0.08 -0.1935
N -0.075273 0.534407 1.674600 0.02 0.43 -0.18 1.2632
C -3.627870 -0.109460 2.514295 -0.01 -0.05 0.05 -0.9697
C -2.291821 -2.930725 -5.913714 0.00 0.01 -0.03 1.0211
C 2.057791 0.558809 2.653577 0.04 0.00 -0.05 0.0487
C 2.957554 0.910839 3.655813 -0.01 -0.02 0.01 -0.6917
C 1.185609 1.993508 4.843162 0.03 0.02 0.04 -1.0960
C -0.961207 -2.525130 -3.503831 0.10 -0.02 0.10 -0.6308
C -4.286806 0.467005 1.409502 -0.07 0.00 -0.04 0.5674
C 3.434765 -2.825968 0.398382 0.01 0.00 -0.01 -1.2973
C -3.524473 1.037452 0.401697 0.03 -0.09 -0.02 -1.1012
C -1.778203 4.337465 -0.183139 -0.02 -0.01 0.02 -1.3853
C 3.627200 -1.718555 1.439628 -0.03 0.01 -0.10 1.0710
C 2.532994 1.628038 4.771167 0.00 0.02 0.03 0.5716
C -1.621953 -4.513197 1.609387 -0.03 0.01 -0.04 -0.6258
C -0.550475 1.883617 -3.454466 0.01 0.01 0.00 -2.0749
C 3.489699 2.017811 5.861265 0.00 0.00 -0.02 -1.7087
C -0.014336 -2.943377 2.372304 -0.07 0.08 0.03 -0.2003
C -2.131415 1.095226 0.489701 0.02 0.06 -0.01 0.3558
C -5.782165 0.453320 1.344113 0.02 -0.01 0.00 -1.7665
C -2.261394 -0.114145 2.610588 0.02 -0.04 -0.07 -0.7428
C -1.491079 0.506349 1.608654 0.04 0.04 0.12 -0.0302
C -1.421092 -3.814239 -3.839461 -0.04 -0.03 0.00 -0.6859
C -2.081365 -4.007222 -5.017198 -0.01 -0.02 -0.01 -1.0007
C -1.152693 -1.448441 -4.380106 0.03 0.08 -0.04 -0.1147
C 3.622658 0.225286 -1.386766 0.04 0.05 0.01 -1.6860
C -1.715800 1.601317 -2.492163 -0.05 0.01 0.01 1.1228
C -2.925826 2.451466 -2.885978 0.03 -0.02 -0.02 -1.7333
C 0.710633 0.939187 2.757326 0.51 -0.16 -0.03 0.2158
C 3.882412 2.022073 0.402296 0.00 0.02 -0.01 -1.5135
C 0.413016 3.600824 0.763820 -0.04 0.01 0.05 -1.4694
C -1.802380 -1.645555 -5.564562 -0.01 -0.01 -0.01 -0.8823
C -0.722186 -4.103309 2.593492 0.01 -0.02 0.03 -0.7812
C 3.008495 0.894558 -0.152232 0.00 -0.04 0.00 1.5280
C 5.092018 -1.291424 1.566412 0.04 0.03 0.03 -1.2456
C 0.273831 1.665285 3.852846 -0.09 -0.03 0.02 -0.2388
C -0.534989 3.474112 -0.424924 -0.03 -0.01 0.06 0.7160
C -1.093017 -2.759365 0.349806 0.12 0.06 -0.04 0.1639
H 4.080032 -3.668444 0.647947 0.00 0.01 0.02 0.5151
H 3.073586 1.794456 6.843152 0.00 0.00 0.00 0.4224
H -0.737630 -0.478744 -4.151517 -0.01 -0.04 0.02 0.4967
H 0.697798 -2.543084 3.083824 0.00 0.01 0.00 0.4578
H 2.408502 -3.193403 0.360398 -0.02 -0.01 0.00 0.2088
H 2.042634 1.367537 -0.480995 0.01 -0.03 0.03 -0.4728
H 0.842379 2.554437 5.704097 0.00 0.00 0.00 0.4913
H 5.672333 -2.149443 1.906272 0.00 0.00 -0.01 0.4811
H -3.252982 -4.038476 -7.341843 0.00 0.00 0.00 0.2176
H -1.921935 -0.825618 -6.260915 0.00 -0.01 0.00 0.3747
H 3.284359 -2.072738 2.418302 -0.01 -0.04 0.00 0.6437
H -1.764083 -0.556117 3.465532 -0.01 0.02 0.01 0.6770
H -0.762626 1.969420 3.939767 0.01 0.00 -0.01 0.6004
H -6.209155 0.869327 2.257469 0.00 0.00 0.00 0.4289
H -0.580084 -4.680116 3.495644 -0.01 -0.01 -0.01 0.4900
H -0.021058 3.794712 -1.336287 -0.02 0.02 -0.02 0.5228
H 4.606434 -0.181166 -1.157765 -0.02 0.01 0.00 0.3170
H -1.463402 5.374717 -0.064987 0.00 -0.01 0.00 0.5045
H -3.190919 2.197593 -3.913427 -0.01 -0.02 0.01 0.4941
H 3.712422 -2.493113 -0.601655 0.02 0.01 0.01 0.2653
H 4.440876 1.498006 5.765837 0.00 0.00 0.00 0.3726
H 4.000549 0.629184 3.582257 -0.02 0.00 0.02 0.1765
H 4.852738 1.621495 0.699934 -0.01 0.01 0.00 0.3987
H -4.031440 1.468988 -0.447862 0.00 0.01 -0.03 0.0577
H -2.693819 3.513951 -2.876263 0.02 0.02 -0.01 0.4170
H 0.344105 1.296966 -3.232645 0.00 0.01 0.01 0.3928
H 3.756671 0.980055 -2.162289 0.00 -0.01 0.00 0.5170
H -1.992931 0.542197 -2.546650 -0.01 -0.02 -0.05 0.4089
H -2.278311 4.037400 0.739853 0.00 0.00 -0.01 0.3225
H -2.500683 4.304077 -0.992655 -0.02 -0.01 -0.01 0.2994
H 5.508435 -0.976765 0.610296 -0.02 -0.01 0.01 0.3053
H -6.157818 1.019399 0.495091 0.01 0.00 0.00 0.3703
H -0.287578 2.941871 -3.445059 0.03 0.00 0.01 0.5586
H -3.808732 2.277407 -2.277990 0.00 0.02 0.05 0.3162
H 3.434177 2.511537 1.265543 0.02 0.01 0.00 0.4041
H 0.685512 4.650569 0.876856 0.02 -0.01 -0.01 0.6584
H -2.205659 -5.417543 1.732959 0.00 0.00 0.00 0.5148
H -4.221262 -0.554588 3.303997 0.00 0.00 0.00 0.5325
H -1.246435 -4.648368 -3.173499 0.00 0.00 0.00 0.4928
H -3.059062 -2.377793 -7.732093 0.00 0.00 0.00 0.2134
H 5.240943 -0.491349 2.289652 0.02 0.00 -0.02 0.2902
H -6.145138 -0.573388 1.261082 0.00 0.00 0.00 0.3722
H -0.082187 3.297524 1.686746 0.01 0.02 0.00 0.2019
H 3.687951 3.090667 5.829582 -0.01 0.00 0.00 0.3458
H -0.859038 1.653121 -4.474782 -0.02 0.03 0.01 0.5321
H 4.055116 2.770130 -0.371997 -0.01 -0.01 0.00 0.4021
H -2.431643 -4.996660 -5.279950 0.00 0.01 -0.01 0.3558
H 1.333116 3.027008 0.659172 -0.03 0.01 -0.03 0.1270
H 3.005241 -0.570741 -1.799791 0.01 -0.02 -0.01 0.1458
```
Positions in Å, forces in eV/Å.

=====

[2]
Computed, not measured: 2 unconnected molecules or ions with the total composition H6N2O, with wB97M-V/def2-TZVPD.

Energy relative to the best compared isomer or geometry (same formula, charge and spin)   21.10 kcal per mole
Structure (SMILES)   NO.N
F_max   2.73 eV Å⁻¹
E_HOMO   -10.079 eV

XYZ file:
```
9
Properties=species:S:1:pos:R:3:forces:R:3:nbo_charge:R:1
O 1.755697 1.535058 0.570135 1.24 -1.43 -1.62 -0.5986
N -1.332338 -2.178717 -0.883115 -0.20 1.15 2.47 -1.0772
N 0.430716 2.000797 0.433713 -0.45 0.49 0.42 -0.5119
H -1.060127 -1.347390 -0.238643 -0.30 -1.87 -1.79 0.3577
H -1.626464 -2.904532 -0.191416 0.46 0.61 -1.02 0.3579
H -0.521134 -2.513039 -1.393029 0.05 0.11 0.34 0.3617
H 1.997117 1.174665 -0.333425 -0.51 0.74 1.58 0.4632
H -0.142737 1.402969 1.026771 0.07 -0.36 -0.14 0.3170
H 0.499268 2.830188 1.009008 -0.34 0.56 -0.24 0.3302
```
Positions in Å, forces in eV/Å.

=====

[3]
Computed, not measured: 2 unconnected molecules or ions with the total composition C4H7I, with wB97M-V/def2-TZVPD.

Energy relative to the best compared isomer or geometry (same formula, charge and spin)   46.71 kcal per mole
Structure (SMILES)   CC1=CC1.I
F_max   2.78 eV Å⁻¹
E_HOMO   -9.061 eV

XYZ file:
```
12
Properties=species:S:1:pos:R:3:forces:R:3:nbo_charge:R:1
I -3.147796 -1.099816 -3.969891 -0.76 0.28 0.76 -0.0938
C -0.392531 -0.545200 1.020282 1.36 0.12 -0.90 0.0694
C 1.018247 0.093294 1.056348 -1.04 -2.47 0.74 -0.4772
C -1.165997 -1.395407 0.039587 -0.24 1.04 1.83 -0.6538
C -0.194391 0.217429 2.048715 1.67 -0.38 -2.11 -0.2111
H -0.707015 -2.352739 -0.145055 0.25 -0.38 0.30 0.2298
H -2.126156 -1.500428 0.562682 -0.20 -0.36 -0.97 0.2247
H 1.179067 0.845164 0.326504 0.21 0.83 -0.51 0.1735
H 1.876526 -0.648428 1.147365 -1.04 1.18 0.51 0.1796
H -2.070974 -1.498493 -5.020307 0.77 -0.28 -0.75 0.0948
H -0.441657 0.958475 2.751453 -0.63 0.13 0.99 0.2267
H -1.205740 -0.910685 -0.933623 -0.35 0.28 0.11 0.2374
```
Positions in Å, forces in eV/Å.

=====

[4]
Computed, not measured: a molecular structure, CH3N2O2S, with wB97M-V/def2-TZVPD.

Energy relative to the best compared isomer or geometry (same formula, charge and spin)   96.14 kcal per mole
Total charge   -1
F_max   4.51 eV Å⁻¹
E_HOMO   -4.676 eV

XYZ file:
```
9
Properties=species:S:1:pos:R:3:forces:R:3:nbo_charge:R:1
S -1.182383 -0.009342 -0.744099 -2.21 3.49 0.47 2.1345
O -1.268602 -0.788492 0.446236 -0.40 -1.42 1.66 -1.0364
O -2.361433 -0.091170 -1.620012 1.39 -0.33 -0.32 -1.0090
N 0.218407 -0.032554 -1.416425 1.87 0.04 3.18 -0.9684
N 1.510482 -0.116065 1.476701 0.15 0.35 -4.49 -0.7262
C 1.317600 -0.077544 0.174576 1.69 -0.88 0.18 0.2825
H -1.429952 1.379140 -0.186711 0.69 -1.74 -0.82 -0.1810
H 2.314413 -0.249853 -0.374025 -1.68 0.44 0.48 0.1399
H 0.881468 -0.014120 2.243759 -1.50 0.05 -0.36 0.3641
```
Positions in Å, forces in eV/Å.

=====

Number 1: frontier orbital gap 5.77 eV, LUMO energy -9.58 eV, electronic energy -80615.398 eV. Number 2: frontier orbital gap 10.91 eV, LUMO energy 0.83 eV, electronic energy -5123.061 eV. Number 3: frontier orbital gap 9.72 eV, LUMO energy 0.66 eV, electronic energy -12358.883 eV. Number 4: frontier orbital gap 8.93 eV, LUMO energy 4.26 eV, electronic energy -18993.128 eV.